Entry 1:
The following is a quantum chemistry calculation of a single C6H12O molecule, from the OMol25 dataset.

```
19
C6H12O | the OMol25 dataset | wB97M-V/def2-TZVPD
C -1.843 -0.147 0.939
C -1.399 1.044 0.077
C -0.398 0.492 -0.927
C 1.035 0.810 -1.125
C 0.551 -0.614 -0.606
C 1.201 -0.927 0.738
O 2.551 -1.250 0.463
H -1.234 -0.997 0.595
H -2.888 -0.433 0.801
H -1.632 -0.010 2.003
H -0.969 1.862 0.667
H -2.231 1.476 -0.492
H -0.853 0.280 -1.895
H 1.349 1.166 -2.111
H 1.580 1.321 -0.330
H 0.480 -1.522 -1.211
H 1.119 -0.068 1.424
H 0.798 -1.796 1.278
H 2.783 -0.685 -0.288
```

## Properties
Energy above the lowest of the compared OMol25 structures with the same formula, charge and spin (kcal per mole): 46.4
Electronic energy (eV): -8462.340
HOMO-LUMO gap (eV): 11.07
Highest occupied orbital energy (eV): -10.02
LUMO energy (eV): 1.05
SMILES: CC[C@H]1C[C@H]1CO

Mulliken population analysis, charges in e, atoms 1 to 4: C -0.95; C -0.58; C 0.25; C -0.94


Entry 2:
The following is a quantum chemistry calculation of a 2-piece molecular cluster, C6H12O overall, from the OMol25 dataset.

```
19
C6H12O | the OMol25 dataset | wB97M-V/def2-TZVPD
C -1.096 1.250 -1.808
C -1.060 0.511 -0.490
O -1.421 1.041 0.539
C -0.633 -0.952 -0.538
C 0.143 -1.409 0.694
C 1.444 -0.681 0.901
C 1.907 0.319 0.158
H -1.863 0.790 -2.442
H -0.143 1.169 -2.343
H -1.344 2.299 -1.637
H -0.458 0.847 2.433
H -1.564 -1.529 -0.622
H -0.059 -1.147 -1.451
H -0.475 -1.250 1.586
H 0.319 -2.492 0.638
H 2.011 -0.981 1.782
H 0.089 0.686 2.913
H 1.399 0.664 -0.739
H 2.805 0.864 0.427
```

## Properties
Energy above the lowest of the compared OMol25 structures with the same formula, charge and spin (kcal per mole): 42.3
Electronic energy (eV): -8462.520
HOMO-LUMO gap (eV): 10.65
Highest occupied orbital energy (eV): -9.68
LUMO energy (eV): 0.97
SMILES: C=CCCC(C)=O.[H][H]

Mulliken population analysis, charges in e, atoms 1 to 4: C -1.21; C 0.65; O -0.56; C -0.67


Entry 3:
The following is a quantum chemistry calculation of a single C6H12O molecule, from the OMol25 dataset.

```
19
C6H12O | the OMol25 dataset | wB97M-V/def2-TZVPD
C 0.219 1.550 -1.508
C -0.082 0.689 -0.290
O -0.923 1.479 0.557
C -0.756 -0.641 -0.643
C -0.676 -1.459 0.653
C 0.655 -1.015 1.316
C 1.145 0.211 0.507
H -0.680 1.634 -2.129
H 1.024 1.122 -2.115
H 0.506 2.559 -1.197
H -1.619 0.919 0.921
H -1.773 -0.500 -1.029
H -0.168 -1.127 -1.432
H -1.526 -1.228 1.308
H -0.720 -2.536 0.467
H 1.395 -1.822 1.294
H 0.500 -0.761 2.369
H 1.939 -0.086 -0.190
H 1.539 1.011 1.140
```

## Properties
Energy above the lowest of the compared OMol25 structures with the same formula, charge and spin (kcal per mole): 1.7
Electronic energy (eV): -8464.280
HOMO-LUMO gap (eV): 10.99
Highest occupied orbital energy (eV): -10.02
LUMO energy (eV): 0.97
SMILES: CC1(O)CCCC1

Mulliken population analysis, charges in e, atoms 1 to 4: C -1.70; C 1.23; O -0.59; C -1.01


Copy entry 2 word for word.
The following is a quantum chemistry calculation of a 2-piece molecular cluster, C6H12O overall, from the OMol25 dataset.

```
19
C6H12O | the OMol25 dataset | wB97M-V/def2-TZVPD
C -1.096 1.250 -1.808
C -1.060 0.511 -0.490
O -1.421 1.041 0.539
C -0.633 -0.952 -0.538
C 0.143 -1.409 0.694
C 1.444 -0.681 0.901
C 1.907 0.319 0.158
H -1.863 0.790 -2.442
H -0.143 1.169 -2.343
H -1.344 2.299 -1.637
H -0.458 0.847 2.433
H -1.564 -1.529 -0.622
H -0.059 -1.147 -1.451
H -0.475 -1.250 1.586
H 0.319 -2.492 0.638
H 2.011 -0.981 1.782
H 0.089 0.686 2.913
H 1.399 0.664 -0.739
H 2.805 0.864 0.427
```

## Properties
Energy above the lowest of the compared OMol25 structures with the same formula, charge and spin (kcal per mole): 42.3
Electronic energy (eV): -8462.520
HOMO-LUMO gap (eV): 10.65
Highest occupied orbital energy (eV): -9.68
LUMO energy (eV): 0.97
SMILES: C=CCCC(C)=O.[H][H]

Mulliken population analysis, charges in e, atoms 1 to 4: C -1.21; C 0.65; O -0.56; C -0.67


Copy entry 3 word for word.
The following is a quantum chemistry calculation of a single C6H12O molecule, from the OMol25 dataset.

```
19
C6H12O | the OMol25 dataset | wB97M-V/def2-TZVPD
C 0.219 1.550 -1.508
C -0.082 0.689 -0.290
O -0.923 1.479 0.557
C -0.756 -0.641 -0.643
C -0.676 -1.459 0.653
C 0.655 -1.015 1.316
C 1.145 0.211 0.507
H -0.680 1.634 -2.129
H 1.024 1.122 -2.115
H 0.506 2.559 -1.197
H -1.619 0.919 0.921
H -1.773 -0.500 -1.029
H -0.168 -1.127 -1.432
H -1.526 -1.228 1.308
H -0.720 -2.536 0.467
H 1.395 -1.822 1.294
H 0.500 -0.761 2.369
H 1.939 -0.086 -0.190
H 1.539 1.011 1.140
```

## Properties
Energy above the lowest of the compared OMol25 structures with the same formula, charge and spin (kcal per mole): 1.7
Electronic energy (eV): -8464.280
HOMO-LUMO gap (eV): 10.99
Highest occupied orbital energy (eV): -10.02
LUMO energy (eV): 0.97
SMILES: CC1(O)CCCC1

Mulliken population analysis, charges in e, atoms 1 to 4: C -1.70; C 1.23; O -0.59; C -1.01